(1)
{"formula": "C3H2KO2", "method": "ωB97M-V with the def2-TZVPD basis set", "de_lowest_kcal_mol": 0.00, "multiplicity": 2, "energy_ha": -865.84178, "orbital_gap_ev": [5.425, 6.834], "e_lumo_ev": [-0.550, -0.569], "elements": ["K", "O", "O", "C", "C", "C", "H", "H"], "coordinates": [[-0.84965, 1.62625, 0.42127], [1.21295, 0.63384, -0.49057], [-0.98910, -0.81051, 0.07144], [-0.31760, -1.85343, 0.45900], [1.14579, -0.57526, -0.70892], [1.03788, -1.75422, 0.04327], [1.63400, -2.63923, -0.17797], [-0.82325, -2.83595, 0.42228]], "atomic_forces_ev_per_a": [[-0.197, -0.135, 0.019], [0.152, -1.960, -0.810], [-1.675, -0.563, 1.962], [0.727, 1.039, -3.708], [1.496, 2.194, 0.645], [-0.573, -1.102, 0.612], [-0.016, 0.338, 0.184], [0.086, 0.190, 1.097]]}

***

(2)
{"formula": "C6H8Cl4Si", "method": "ωB97M-V with the def2-TZVPD basis set", "de_lowest_kcal_mol": 0.00, "multiplicity": 1, "energy_ha": -2363.72674, "orbital_gap_ev": 10.338, "e_lumo_ev": 0.489, "elements": ["Cl", "Cl", "Cl", "Cl", "Si", "C", "C", "C", "C", "C", "C", "H", "H", "H", "H", "H", "H", "H", "H"], "coordinates": [[1.05134, -3.15790, 1.26442], [4.08817, -2.46320, 0.67862], [-0.49858, -0.01272, -3.63723], [2.06637, -0.00501, 1.28307], [2.28551, -1.78716, 0.46525], [2.00514, -1.56278, -1.36614], [-1.18922, 1.48665, 3.83371], [1.31695, -0.35065, -3.46689], [-1.68926, 0.74585, 2.88221], [-2.42222, 0.13546, 1.97884], [1.54498, -0.50653, -2.00336], [-2.96846, -0.84892, 2.06072], [2.18708, -2.39159, -2.10017], [-2.42263, 0.56310, 0.88096], [-0.17125, 1.30729, 4.06244], [1.39370, -1.26413, -3.96509], [1.69041, 0.52670, -3.79200], [1.13208, 0.44368, -1.36381], [-1.92035, 2.18140, 4.29218]], "atomic_forces_ev_per_a": [[-0.510, -0.259, 0.235], [2.388, -0.787, 0.413], [0.249, -0.061, -0.021], [-0.224, 1.185, 0.846], [-1.588, 0.108, -2.002], [0.062, -1.513, -0.972], [-1.416, -0.277, -0.744], [-3.182, -1.378, 2.848], [-1.461, -0.407, -0.402], [0.186, -0.017, -2.345], [-1.545, 3.343, 2.102], [0.803, 1.313, 0.362], [0.233, 0.272, 1.074], [0.019, -0.797, 2.300], [0.810, 0.481, 0.736], [0.932, -1.007, -1.227], [1.846, 2.328, -1.674], [1.303, -2.215, -1.597], [1.094, -0.314, 0.068]]}